# C37H108N8O13

A 13-piece molecular cluster, C37H108N8O13 overall at a distorted geometry (ωB97M-V with the def2-TZVPD basis set, OMol25).

Calculated values
- E_tot: -78650.437 eV
- Molar mass: 873.314 g/mol
- Kohn-Sham gap: 0.3400 Ha
- ΔE to the lowest compared entry with this formula, charge and spin: 40.7 kcal/mol
- Strongest force on any atom: 3.3 eV/A

The geometry in XYZ format:
```
166
Properties=species:S:1:pos:R:3:forces:R:3:mulliken_charge:R:1
C -6.8699 -17.8142 4.2153 0.460 -1.365 0.886 -1.09
C -5.3321 -18.0596 4.2455 -0.579 -0.531 0.023 0.31
C -4.8202 -18.3688 2.8723 -1.809 0.521 -1.027 0.12
O -3.4637 -18.5267 2.9354 0.429 -0.697 0.742 -0.44
C -2.8456 -18.4373 1.7031 -2.105 0.208 -1.109 -0.76
N -4.4530 -17.0815 4.8975 -1.105 0.768 0.381 -0.71
H -7.4814 -18.6745 3.8645 0.996 0.177 -0.663 0.24
H -7.1577 -16.9737 3.6301 -0.248 0.887 -0.189 0.20
H -7.2698 -17.8363 5.2284 0.220 1.025 0.296 0.42
H -5.2437 -18.9917 4.7842 0.312 -0.356 0.553 0.14
H -5.0870 -17.5050 2.2029 0.139 -0.542 0.184 0.42
H -5.3059 -19.2958 2.4860 0.090 0.514 -0.037 -0.35
H -3.4812 -18.8263 0.8515 0.734 -0.104 0.872 0.22
H -1.9618 -18.9390 1.8557 2.241 -1.172 -0.479 0.35
H -2.6873 -17.4106 1.4847 0.442 1.179 -0.451 0.33
H -3.4807 -17.2765 4.6759 -0.353 0.021 -0.084 0.32
H -4.6711 -16.1137 4.6311 0.128 -0.618 0.031 0.27
C -10.2458 -27.4003 -1.6526 0.714 1.076 0.581 -1.55
C -10.1322 -26.9590 -0.1719 -0.292 -0.578 -1.631 1.28
C -9.2535 -27.9486 0.5174 1.378 0.363 2.261 -0.87
O -9.8786 -29.1949 0.5662 -0.149 -0.219 -0.457 -0.39
C -9.0757 -30.2609 0.9987 -0.539 -1.152 0.124 -0.90
N -9.5469 -25.6487 -0.0277 1.077 0.425 -0.392 -0.41
H -10.4018 -28.4639 -1.7485 -0.209 -0.250 0.128 0.39
H -9.2619 -27.1582 -2.1296 -0.892 -0.030 0.115 0.34
H -11.0737 -26.8584 -2.1000 0.085 0.044 -0.466 0.29
H -11.0813 -26.9833 0.3409 -0.733 -0.260 -0.095 -0.40
H -9.0987 -27.5708 1.5968 0.028 -0.478 -1.163 0.41
H -8.2471 -28.0422 0.0664 -0.327 0.262 -0.084 0.47
H -8.2617 -29.9724 1.6682 -0.054 0.156 -0.065 0.38
H -8.6926 -30.9025 0.1819 0.138 0.703 -0.027 0.28
H -9.7579 -30.9397 1.5290 0.248 0.174 0.221 0.26
H -9.9266 -24.8307 -0.5048 -0.692 -0.974 -0.082 -0.06
H -9.5304 -25.4620 0.9492 0.033 0.568 0.931 -0.06
C -8.3635 -18.5648 0.4712 -1.055 0.111 -1.036 -0.90
C -9.2093 -17.2688 0.2459 2.524 0.264 -0.715 3.45
C -9.2168 -16.5009 1.5186 0.938 0.161 2.044 -2.51
O -9.7696 -17.2307 2.6038 -0.433 -0.542 -0.191 0.27
C -10.0455 -16.5413 3.8190 0.020 -2.322 0.002 -1.00
N -8.4241 -16.4059 -0.7118 -1.509 0.822 -0.016 -0.78
H -8.3004 -19.2087 -0.4278 -0.054 0.497 0.246 0.18
H -8.8599 -19.1449 1.2171 -0.303 -0.546 0.703 -0.06
H -7.3530 -18.3766 0.8162 0.107 0.433 0.007 0.01
H -10.2189 -17.4468 -0.0920 -0.424 -0.492 -0.099 -1.28
H -9.7174 -15.5659 1.5143 -0.772 1.218 -0.737 0.60
H -8.1746 -16.2436 1.7610 0.037 -0.095 -0.120 0.63
H -10.3151 -17.4114 4.4785 0.058 1.085 -0.201 0.19
H -10.8904 -15.8687 3.7558 -0.157 0.407 -0.177 0.30
H -9.1572 -16.0919 4.2342 0.279 0.507 0.077 0.39
H -8.9889 -15.5556 -0.9991 0.730 -1.210 0.664 0.33
H -8.3982 -16.9156 -1.5904 0.163 -0.104 -0.085 0.30
C -14.3921 -24.7749 -2.9909 0.017 -0.298 0.149 -1.70
C -13.2310 -24.4713 -2.0681 0.545 0.731 0.462 0.23
C -13.1661 -22.9188 -1.7803 0.113 -1.529 1.533 0.28
O -13.0516 -22.0829 -2.8720 0.092 -2.840 -1.726 -0.52
C -13.0818 -20.8115 -2.4548 1.701 2.591 0.114 -0.56
N -13.2650 -25.2467 -0.8002 0.836 -0.719 -0.822 -0.16
H -15.2634 -24.3828 -2.4464 -0.170 -0.269 -0.613 0.35
H -14.4981 -25.8443 -3.2013 -0.089 -0.002 0.483 0.44
H -14.2815 -24.3510 -3.9818 -0.060 0.637 -0.016 0.33
H -12.2482 -24.7836 -2.4438 -0.233 0.296 -0.655 0.07
H -12.2832 -22.7027 -1.1477 -0.344 -0.361 0.129 -0.43
H -14.0755 -22.6023 -1.2294 0.140 -0.405 0.183 0.59
H -12.6091 -20.2207 -3.2441 -0.127 0.268 0.000 0.23
H -12.4417 -20.6557 -1.5499 -0.603 0.014 -0.351 0.04
H -14.0817 -20.4598 -2.3288 -0.905 0.443 0.535 0.55
H -14.0031 -25.0573 -0.1570 -0.960 0.219 0.143 0.05
H -13.3262 -26.2600 -1.0467 0.032 1.225 0.466 0.25
C -11.5025 -17.0363 -2.7476 0.055 -1.807 0.839 -0.48
C -10.4218 -17.6850 -3.6048 0.533 1.955 -1.606 0.56
C -9.8330 -16.5493 -4.5120 1.738 -0.714 1.316 -1.36
O -9.3478 -15.4804 -3.6756 -0.686 0.373 -0.605 -0.20
C -9.1627 -14.2802 -4.4101 -0.462 1.022 0.216 -0.83
N -9.4198 -18.3079 -2.7896 0.203 2.003 -1.137 -0.14
H -11.0732 -16.7625 -1.7703 -0.247 0.562 -0.579 0.15
H -12.1454 -17.9069 -2.4991 -0.329 0.864 -0.099 -0.34
H -12.0321 -16.2248 -3.2550 0.049 -0.250 0.315 0.44
H -10.9007 -18.3757 -4.3028 -0.084 -0.207 -0.139 0.14
H -10.5544 -16.2603 -5.2410 -1.005 0.725 -0.323 0.61
H -8.9591 -16.8406 -5.1017 0.040 -0.639 -0.043 0.49
H -9.0476 -13.3963 -3.7318 -0.176 -0.993 -0.105 0.23
H -10.0670 -14.0554 -5.0305 0.709 -0.227 0.206 0.31
H -8.2487 -14.2529 -5.0260 -0.295 -0.463 -0.080 0.31
H -8.8878 -19.0085 -3.2134 0.641 -1.265 -0.737 0.20
H -9.8049 -18.6049 -1.9605 -0.841 -1.209 2.122 -0.22
C -13.4545 -22.4844 2.1300 0.852 -0.730 0.460 -1.39
C -12.0586 -22.1901 1.5761 -0.041 0.955 -0.763 2.15
C -11.2832 -21.3319 2.4931 0.941 1.799 0.943 0.73
O -11.1369 -21.8914 3.7780 -0.835 -0.525 -0.818 -0.49
C -10.4321 -21.1713 4.7319 1.381 -0.090 -1.086 -0.62
N -11.3662 -23.3985 1.2932 -1.187 -0.859 0.426 2.13
H -14.0469 -23.0671 1.3937 -0.059 0.844 0.419 0.29
H -13.7792 -21.4930 2.4331 -1.082 -0.135 -0.206 0.41
H -13.3948 -23.1267 3.0598 0.117 0.668 -0.978 0.00
H -12.0645 -21.5014 0.6700 -0.698 -0.813 0.541 -1.20
H -11.8428 -20.3658 2.4847 0.391 -0.221 0.553 -0.15
H -10.2660 -21.1033 2.1169 -0.362 -0.106 -0.163 -0.76
H -10.5020 -21.7545 5.6132 0.229 -0.556 1.041 0.29
H -10.9152 -20.2455 4.9215 -0.249 1.287 0.156 0.30
H -9.3474 -21.0343 4.4383 -0.992 0.044 0.273 0.06
H -10.5810 -23.2774 0.7145 1.007 0.209 -0.856 -1.24
H -12.0405 -24.0140 0.8679 0.197 -0.614 -0.789 -0.10
C -13.5304 -18.2522 0.0967 0.186 -0.383 -0.445 -0.92
C -13.6275 -17.1632 1.2089 0.015 -0.845 -0.657 0.20
C -13.4925 -17.7541 2.6143 -0.856 -0.533 -0.144 -0.30
O -14.3625 -18.8736 2.7933 -0.022 0.505 0.037 -0.22
C -15.1382 -18.8987 3.9960 0.328 -1.513 -1.938 -0.90
N -12.6086 -16.1760 1.0437 0.946 0.776 -0.671 -0.36
H -13.6533 -17.9449 -0.9818 0.175 0.376 1.349 0.36
H -14.3269 -18.9581 0.2663 -0.382 -0.420 0.158 0.59
H -12.5984 -18.8731 0.1296 -0.403 0.742 0.236 -0.21
H -14.6420 -16.7271 1.1604 0.513 0.098 -0.177 0.40
H -13.7448 -16.9385 3.2895 -0.022 0.029 0.363 0.53
H -12.4803 -18.0744 2.8174 0.584 0.006 -0.078 -0.22
H -14.6704 -19.5914 4.6856 0.047 0.311 0.645 0.20
H -16.0875 -19.3101 3.6873 -0.406 -0.386 0.111 0.29
H -15.3564 -17.9259 4.3185 0.114 1.416 1.016 0.46
H -11.6618 -16.4373 1.2743 -0.231 -0.352 0.120 -0.09
H -12.7332 -15.1944 1.1890 -0.615 0.064 0.203 0.24
C -6.1451 -21.5090 -0.5355 -1.246 -0.525 0.327 -1.14
C -6.9361 -22.6600 0.1487 0.258 2.177 -0.546 0.53
C -7.8570 -22.1370 1.2262 0.545 -1.673 0.868 -0.21
O -7.2745 -21.4614 2.3144 -0.574 1.662 -0.799 0.14
C -6.1639 -21.9799 2.9428 1.446 -0.116 -0.198 -0.96
N -7.7579 -23.3447 -0.8667 1.189 -0.166 -0.413 -0.51
H -5.3056 -21.8555 -1.0909 0.701 -0.593 -0.479 0.48
H -5.7705 -20.7325 0.1295 -0.406 0.013 0.168 -0.05
H -6.8793 -21.1661 -1.2383 -0.107 1.085 -0.515 0.19
H -6.1790 -23.2033 0.6250 0.850 -1.819 0.679 0.81
H -8.3792 -23.0312 1.6123 -0.157 0.062 0.114 0.39
H -8.5837 -21.4874 0.8293 -0.872 0.954 -0.628 -0.74
H -5.1264 -21.6434 2.5575 -1.607 -0.498 0.181 0.15
H -6.2636 -23.0430 2.9371 0.526 -1.118 -0.040 0.43
H -6.2243 -21.7003 3.9758 0.089 0.423 0.632 0.28
H -7.0975 -23.7021 -1.5786 -0.625 0.408 0.244 0.32
H -8.1956 -24.1957 -0.5283 0.194 -0.179 0.416 0.14
C -12.1832 -28.5156 2.7176 0.907 -1.784 1.885 -0.43
O -12.6511 -27.2582 2.4603 -0.845 2.033 -0.280 -0.29
H -11.6625 -28.6059 3.7195 -0.619 0.166 -0.678 0.28
H -13.0052 -29.2617 2.7144 0.223 0.645 -0.003 0.29
H -11.4592 -28.8451 2.0076 0.466 -0.231 -0.735 -0.04
H -12.0141 -26.5084 2.5997 -0.052 -0.782 0.184 0.25
C -9.7755 -22.0486 -3.2696 -0.535 0.054 -1.057 -0.72
O -9.7378 -21.4816 -1.9757 1.925 -1.389 0.875 0.47
H -8.8102 -22.4029 -3.7604 -0.817 0.583 1.021 0.27
H -10.4913 -22.8684 -3.2517 0.092 -0.415 -0.261 0.05
H -10.2414 -21.3016 -3.9279 0.299 -0.103 -0.001 0.22
H -9.1247 -22.1351 -1.4807 -0.845 1.242 -0.522 -0.12
C -11.3838 -24.7211 4.5489 -0.217 0.048 0.798 -0.13
O -11.0106 -25.0285 3.2435 0.750 -1.843 -0.008 -0.74
H -11.5846 -23.6363 4.6607 -0.219 -0.882 0.005 -0.16
H -12.2707 -25.3540 4.7706 0.455 0.558 0.515 -0.04
H -10.5335 -24.9577 5.2237 -0.584 -0.099 -0.188 0.25
H -11.2535 -24.3602 2.5923 0.094 1.097 -0.475 0.18
C -17.0288 -27.6583 0.6804 0.455 -0.064 0.231 -0.64
O -16.3074 -26.4981 1.0294 0.013 0.611 0.903 -0.39
H -17.5311 -27.4280 -0.2560 0.209 -0.280 -0.273 0.24
H -16.3178 -28.4989 0.5984 -0.484 0.017 -0.280 0.23
H -17.8287 -27.9432 1.3684 0.102 0.131 0.322 0.29
H -16.0629 -26.4361 1.9881 -0.100 -0.291 -0.951 0.32
C -15.1234 -25.5748 4.7336 0.701 -2.184 0.193 -0.92
O -14.7969 -25.9898 3.3913 -0.535 0.283 0.653 -0.38
H -14.3027 -25.7671 5.4491 -0.195 -0.331 -0.352 0.31
H -15.2116 -24.5265 4.7833 -0.612 1.324 -0.348 0.38
H -16.0273 -26.1032 5.1301 0.561 0.553 -0.452 0.28
H -14.0938 -26.6758 3.3079 -0.156 0.516 0.213 0.49
```
Positions in Å, forces in eV/Å.